Entry i
2 unconnected molecules or ions with the total composition C2H8N2O2, computed with ωB97M-V/def2-TZVPD.

Structure (XYZ):
```
14
C2H8N2O2, DFT ωB97M-V/def2-TZVPD
C -0.398 0.579 -3.039
N -0.428 0.838 -1.575
H -1.058 1.275 -3.645
H -0.756 -0.427 -3.281
H 0.632 0.682 -3.444
H -0.315 1.856 -1.381
H -1.392 0.654 -1.231
N 1.182 -0.551 0.482
C 0.295 -0.369 1.463
O -0.992 -0.789 1.106
O 0.495 0.188 2.538
H 2.162 -0.361 0.767
H 0.892 -0.498 -0.480
H -0.844 -1.641 0.651
```

Values from the calculation:
net charge: 0
SMILES: NC(=O)O.CN
HOMO: -9.8439 eV

***

Entry ii
A molecular structure, C2H8N2O2, computed with ωB97M-V/def2-TZVPD.

Structure (XYZ):
```
14
C2H8N2O2, DFT ωB97M-V/def2-TZVPD
C -0.142 -0.450 -0.018
C 1.291 0.068 -0.136
N -2.555 0.057 1.347
N 1.936 -0.560 -1.286
O -0.764 0.142 1.120
O -2.596 1.361 1.143
H -1.299 1.207 1.010
H -2.704 -0.425 0.435
H 1.627 -0.144 -2.157
H 2.942 -0.466 -1.240
H -0.129 -1.532 0.117
H -0.708 -0.209 -0.930
H 1.832 -0.216 0.768
H 1.270 1.167 -0.172
```

Values from the calculation:
net charge: 0
HOMO: -9.3431 eV

***

Entry iii
2 unconnected molecules or ions with the total composition C2H8N2O2, computed with ωB97M-V/def2-TZVPD.

Structure (XYZ):
```
14
C2H8N2O2, DFT ωB97M-V/def2-TZVPD
C 0.563 -1.405 -1.310
N 0.030 -0.573 -0.193
C -1.131 0.107 -0.646
N -1.756 0.812 0.273
O -1.268 0.307 -1.884
H -0.103 -2.218 -1.644
H 0.656 -0.859 -2.278
H 1.528 -1.782 -1.015
H -0.063 -1.242 0.580
H -1.329 0.898 1.242
H -2.127 1.731 -0.076
H 1.434 0.675 2.062
H 2.206 1.974 2.599
O 1.362 1.575 2.290
```

Values from the calculation:
net charge: 0
SMILES: CNC(N)=O.O
HOMO: -9.7181 eV

***

Entry iv
C2H8N2O2 in the gas phase, computed with ωB97M-V/def2-TZVPD.

Structure (XYZ):
```
14
C2H8N2O2, DFT ωB97M-V/def2-TZVPD
C -0.597 -0.586 0.981
C 0.491 -0.344 -1.304
N -0.590 1.497 -0.176
N 0.084 0.278 -0.026
O -0.234 -0.009 2.276
O 1.652 -1.051 -1.165
H -1.645 -0.527 0.976
H -0.124 -1.624 0.854
H -0.272 -1.160 -1.666
H 0.498 0.443 -2.125
H -0.424 1.908 0.763
H -1.769 1.352 -0.325
H 0.618 0.237 2.058
H 2.312 -0.414 -1.120
```

Values from the calculation:
net charge: 0
SMILES: NN(CO)CO
HOMO: -9.4648 eV

***

Least stable = entry ii

***

Entry i
C3H3NO in the gas phase, computed with ωB97M-V/def2-TZVPD.

Structure (XYZ):
```
8
C3H3NO, DFT ωB97M-V/def2-TZVPD
C 0.905 0.810 0.728
C -1.087 -0.571 -0.445
C 0.418 0.101 -0.316
N -1.320 -1.531 0.220
O 1.234 -0.486 0.758
H 0.464 1.420 1.416
H -1.525 0.141 -1.064
H 0.911 0.117 -1.296
```

Values from the calculation:
net charge: 0
HOMO (spin up / spin down): -8.5143 / -9.3990 eV

***

Entry ii
C3H3NO in the gas phase, computed with ωB97M-V/def2-TZVPD.

Structure (XYZ):
```
8
C3H3NO, DFT ωB97M-V/def2-TZVPD
C -1.027 -0.256 0.243
C 0.212 0.106 -0.095
O 0.516 1.181 -0.865
C 1.387 -0.584 0.396
N 2.310 -1.103 0.861
H -1.858 0.410 0.027
H -0.304 1.433 -1.314
H -1.235 -1.188 0.747
```

Values from the calculation:
net charge: 0
SMILES: C=C(O)C#N
HOMO: -9.9797 eV

***

Least stable = entry i

***

Entry i
C3H3N in the gas phase, computed with ωB97M-V/def2-TZVPD.

Structure (XYZ):
```
7
C3H3N, DFT ωB97M-V/def2-TZVPD
C 0.081 -1.296 -0.936
C -0.034 -0.221 -0.110
C 0.130 1.269 0.933
N -1.096 -1.190 -0.405
H 0.646 -1.889 -1.617
H -0.792 1.577 1.348
H 1.065 1.750 0.788
```

Values from the calculation:
net charge: 0
SMILES: C=C1C=N1
HOMO (spin up / spin down): -7.5771 / -7.6297 eV

***

Entry ii
2 unconnected molecules or ions with the total composition C3H3N, computed with ωB97M-V/def2-TZVPD.

Structure (XYZ):
```
7
C3H3N, DFT ωB97M-V/def2-TZVPD
C -1.044 -0.548 1.105
C -1.173 0.395 0.391
C 1.894 0.751 -1.777
N 1.531 -0.018 -0.979
H -0.732 -0.979 1.956
H -1.462 0.857 -0.454
H 0.986 -0.458 -0.241
```

Values from the calculation:
net charge: 0
HOMO: -11.3949 eV

***

Entry iii
2 unconnected molecules or ions with the total composition C3H3N, computed with ωB97M-V/def2-TZVPD.

Structure (XYZ):
```
7
C3H3N, DFT ωB97M-V/def2-TZVPD
C -2.497 -0.454 0.176
C -0.958 1.569 -0.182
C 0.978 0.221 0.359
N -0.098 0.755 0.043
H -3.573 -0.203 0.458
H 1.341 0.119 1.385
H 1.753 -0.228 -0.294
```

Values from the calculation:
net charge: 0
HOMO (spin up / spin down): -8.5912 / -8.8253 eV

***

Entry iv
A molecular structure, C3H3N, computed with ωB97M-V/def2-TZVPD.

Structure (XYZ):
```
7
C3H3N, DFT ωB97M-V/def2-TZVPD
C -0.872 0.852 -0.066
C -0.972 -0.487 0.018
C 0.310 0.102 0.142
N 2.167 0.049 -0.022
H -1.352 1.790 -0.201
H -1.586 -1.355 -0.019
H 2.304 -0.950 0.148
```

Values from the calculation:
net charge: 0
HOMO (spin up / spin down): -7.8486 / -7.8496 eV

***

Least stable = entry iii

***

Entry i
C2H5FN2OS in the gas phase, computed with ωB97M-V/def2-TZVPD.

Structure (XYZ):
```
12
C2H5FN2OS, DFT ωB97M-V/def2-TZVPD
C -0.131 -0.212 0.045
C 1.112 -1.000 0.325
H 1.435 2.246 0.533
H -0.652 1.545 -0.798
H 1.649 -0.599 1.188
H 0.767 -2.027 0.540
H -3.452 -0.992 -0.476
N -0.031 1.170 -0.056
N -1.243 -0.861 -0.024
O 1.268 1.636 -0.230
F 1.941 -0.985 -0.782
S -2.662 0.079 -0.266
```

Values from the calculation:
net charge: 0
SMILES: ON/C(CF)=N\S
HOMO: -8.7675 eV

***

Entry ii
C2H5FN2OS in the gas phase, computed with ωB97M-V/def2-TZVPD.

Structure (XYZ):
```
12
C2H5FN2OS, DFT ωB97M-V/def2-TZVPD
C 0.007 0.058 -0.187
C 0.760 -1.020 -0.869
H -0.532 -1.792 1.717
H -0.823 0.720 1.467
H 1.621 -1.343 -0.306
H 0.904 -0.318 -1.846
H -0.504 3.287 -1.050
N -0.841 -0.219 0.934
N 0.265 1.260 -0.590
O 0.050 -1.088 1.808
F -0.153 -1.987 -1.069
S -0.756 2.442 -0.009
```

Values from the calculation:
net charge: 0
SMILES: ON/C(CF)=N\S
HOMO: -9.0077 eV

***

Least stable = entry ii

***

Entry i
A molecular structure, C5H9NO, computed with ωB97M-V/def2-TZVPD.

Structure (XYZ):
```
16
C5H9NO, DFT ωB97M-V/def2-TZVPD
C -1.208 -0.328 1.125
C -0.177 0.024 0.064
C -0.030 -1.257 -0.744
C -0.350 1.332 -0.729
O 1.088 1.534 -0.724
C 1.256 0.526 0.193
N 2.297 0.128 0.773
H -0.818 -1.000 1.892
H -1.669 0.539 1.616
H -1.921 -0.960 0.540
H 0.658 -1.897 -0.174
H -1.027 -1.752 -0.771
H 0.404 -1.065 -1.730
H -0.821 2.148 -0.165
H -0.760 1.275 -1.740
H 3.078 0.754 0.572
```

Values from the calculation:
net charge: 0
HOMO: -9.9641 eV

***

Entry ii
C5H9NO in the gas phase, computed with ωB97M-V/def2-TZVPD.

Structure (XYZ):
```
16
C5H9NO, DFT ωB97M-V/def2-TZVPD
C -1.955 -0.216 0.352
C -0.832 -0.121 -0.686
C -0.049 1.217 -0.579
C 0.965 0.572 0.355
O 2.314 -1.315 0.580
C 0.488 -0.762 -0.236
N 1.213 -1.812 -0.278
H -2.723 0.536 0.130
H -1.583 -0.023 1.365
H -2.429 -1.201 0.347
H -1.227 -0.358 -1.676
H 0.449 1.421 -1.533
H -0.559 2.107 -0.217
H 0.703 0.555 1.418
H 1.998 0.935 0.287
H 3.227 -1.535 0.372
```

Values from the calculation:
net charge: 0
SMILES: C[C@H]1CC/C1=N\O
HOMO: -9.7694 eV

***

Entry iii
2 unconnected molecules or ions with the total composition C5H9NO, computed with ωB97M-V/def2-TZVPD.

Structure (XYZ):
```
16
C5H9NO, DFT ωB97M-V/def2-TZVPD
C -1.183 0.085 0.439
C -0.103 0.472 -0.552
C -0.400 0.895 -1.776
C 1.317 0.396 -0.045
O 1.618 -0.894 0.467
C -1.063 0.904 1.652
N -0.886 1.569 2.583
H -0.340 -3.132 0.027
H -1.083 -0.968 0.725
H -2.180 0.217 0.006
H -1.427 0.991 -2.119
H 0.167 -2.644 -0.217
H 0.381 1.171 -2.479
H 2.009 0.616 -0.865
H 1.464 1.161 0.730
H 1.710 -0.838 1.424
```

Values from the calculation:
net charge: 0
SMILES: C=C(CO)CC#N.[H][H]
HOMO: -10.3362 eV

***

Least stable = entry ii

***

Entry i
8 unconnected molecules or ions with the total composition H16O8, computed with ωB97M-V/def2-TZVPD.

Structure (XYZ):
```
24
H16O8, DFT ωB97M-V/def2-TZVPD
O 4.862 -6.551 13.861
H 5.349 -5.951 13.281
H 4.989 -7.431 13.487
O 2.995 -3.845 18.746
H 2.766 -4.061 19.657
H 3.586 -3.085 18.814
O 2.220 -6.662 15.182
H 1.746 -7.260 14.596
H 3.005 -6.392 14.682
O 4.393 -7.210 18.777
H 5.269 -7.001 19.123
H 4.534 -7.932 18.153
O 7.915 -6.068 14.987
H 8.630 -6.668 15.225
H 7.100 -6.521 15.237
O 5.004 -2.510 15.111
H 5.588 -2.052 15.723
H 4.584 -3.202 15.650
O 4.784 -5.011 16.587
H 4.635 -5.855 16.144
H 4.648 -5.197 17.529
O 7.751 -3.861 17.608
H 8.595 -4.315 17.690
H 7.090 -4.555 17.490
```

Values from the calculation:
net charge: 0
SMILES: O.O.O.O.O.O.O.O
HOMO: -10.3577 eV

***

Entry ii
8 unconnected molecules or ions with the total composition H16O8, computed with ωB97M-V/def2-TZVPD.

Structure (XYZ):
```
24
H16O8, DFT ωB97M-V/def2-TZVPD
O 0.656 -3.512 -2.633
H 0.514 -4.315 -2.132
H -0.216 -3.265 -2.941
O -3.648 -2.543 -3.796
H -4.312 -2.747 -4.455
H -4.061 -1.888 -3.234
O -3.198 4.542 1.307
H -2.242 4.554 1.348
H -3.473 5.219 1.925
O 5.374 1.436 0.652
H 4.611 1.604 1.205
H 5.644 2.302 0.348
O 5.220 -3.098 -1.035
H 5.519 -2.214 -0.821
H 4.381 -2.967 -1.477
O 2.481 1.889 4.755
H 2.063 2.304 4.000
H 1.839 1.248 5.062
O -0.257 0.346 0.816
H -0.284 -0.609 0.872
H -1.151 0.599 0.585
O -5.126 0.242 -0.485
H -4.954 1.126 -0.159
H -5.379 -0.255 0.293
```

Values from the calculation:
net charge: 0
SMILES: O.O.O.O.O.O.O.O
HOMO: -11.1149 eV

***

Least stable = entry ii